A.
Molecular formula: ClH3NPS
Method: DFT, ωB97M-V/def2-TZVPD

The geometry in XYZ format:
```
7
Properties=species:S:1:pos:R:3:lowdin_charge:R:1
N 1.12 -0.56 0.94 -0.332
P -0.54 -0.72 0.84 0.364
S -0.76 2.07 -1.15 0.074
Cl -0.71 -2.37 -0.23 0.164
H 1.48 -0.71 0.00 0.013
H 1.47 0.38 1.10 0.032
H -2.08 1.91 -1.51 -0.315
```

Its spin multiplicity is 1. The lowest unoccupied orbital energy (spin up / spin down) comes out at -2.08 / -1.07 eV.


B.
Molecular formula: ClH3NPS
Method: DFT, ωB97M-V/def2-TZVPD

The geometry in XYZ format:
```
7
Properties=species:S:1:pos:R:3:lowdin_charge:R:1
N 1.01 0.36 0.50 -0.433
P 2.15 -0.48 -0.09 0.392
S -2.40 0.35 0.42 0.309
Cl 1.21 -1.41 -1.59 0.138
H -2.48 -0.19 -0.93 -0.169
H 1.45 1.09 1.10 -0.008
H -0.95 0.29 0.60 -0.230
```

As for the SMILES: [H]/N=P/Cl.S. Its spin multiplicity is 1. The lowest unoccupied orbital energy comes out at -0.83 eV.


C.
Molecular formula: ClH3NPS
Method: DFT, ωB97M-V/def2-TZVPD

The geometry in XYZ format:
```
7
Properties=species:S:1:pos:R:3:lowdin_charge:R:1
N -0.46 0.49 -3.31 -0.378
P 1.07 0.46 -3.29 0.316
S -0.72 0.48 1.46 0.411
Cl 1.48 1.93 -2.03 0.118
H 0.53 -0.14 1.31 -0.180
H -1.14 -0.10 -3.72 -0.047
H -1.55 -0.32 0.80 -0.240
```

As for the SMILES: [H]/N=P/Cl.S. Its spin multiplicity is 1. The lowest unoccupied orbital energy comes out at -0.30 eV.


Q: Which of them is the most stable? A: C.